[1]
{
  "formula": "C17H19BCaN6O2",
  "method": "ωB97M-V/def2-TZVPD",
  "elements": ["H", "N", "B", "N", "C", "Ca", "H", "C", "H", "C", "H", "C", "H", "H", "H", "N", "N", "N", "N", "C", "C", "H", "H", "C", "C", "C", "C", "H", "H", "H", "H", "H", "O", "C", "O", "C", "C", "C", "C", "C", "C", "H", "H", "H", "H", "H"],
  "coordinates": [[-2.23, -0.36, 2.01], [-1.66, -0.45, -0.04], [-1.39, 0.40, -2.51], [-2.21, 0.06, -1.21], [-3.44, 0.46, -0.91], [0.96, -0.93, -0.35], [-4.07, 0.84, -1.70], [-3.70, 0.25, 0.44], [-4.62, 0.46, 0.96], [-2.53, -0.21, 0.99], [-2.10, 0.77, -3.40], [3.17, -0.54, -1.01], [3.62, -1.42, -0.56], [3.60, 0.41, -0.72], [3.10, -0.62, -2.10], [-0.63, -0.90, -2.95], [-0.33, 1.52, -2.21], [0.13, -1.58, -1.97], [0.58, 1.25, -1.22], [-0.65, -1.62, -4.08], [-0.13, 2.77, -2.69], [-1.21, -1.27, -4.94], [-0.75, 3.17, -3.48], [0.10, -2.79, -3.89], [0.95, 3.33, -2.00], [0.57, -2.73, -2.57], [1.37, 2.34, -1.09], [0.26, -3.59, -4.60], [1.38, 4.31, -2.11], [1.20, -3.43, -2.03], [2.20, 2.34, -0.40], [-1.18, -1.36, -0.11], [1.57, 0.45, 1.60], [1.14, -0.44, 2.39], [0.42, -1.44, 2.02], [1.54, -0.33, 3.84], [0.96, -1.14, 4.83], [1.44, -1.13, 6.15], [2.51, -0.30, 6.50], [3.08, 0.55, 5.53], [2.58, 0.54, 4.22], [0.13, -1.79, 4.55], [0.98, -1.76, 6.91], [2.92, -0.31, 7.51], [3.90, 1.22, 5.78], [3.00, 1.19, 3.45]],
  "lowdin_charge": [0.137, 0.049, -0.445, 0.052, -0.010, 1.243, 0.138, -0.006, 0.109, 0.000, 0.116, -0.339, -0.079, -0.072, -0.077, -0.004, -0.046, -0.224, -0.046, -0.047, -0.085, 0.127, 0.112, -0.045, -0.054, -0.100, -0.122, 0.097, 0.085, 0.125, 0.108, 0.134, -0.108, -0.615, -0.158, -0.138, -0.037, -0.089, -0.096, -0.083, -0.023, 0.106, 0.098, 0.097, 0.101, 0.114],
  "homo_energy_ha": -0.207,
  "lumo_energy_ha": -0.02919,
  "relative_energy_kcal_mol": 63.3,
  "gap_ev": 4.83
}

---

[2]
{
  "formula": "C17H19BN6O2Zr",
  "method": "ωB97M-V/def2-TZVPD",
  "elements": ["H", "N", "B", "N", "C", "Zr", "H", "C", "H", "C", "H", "C", "H", "H", "H", "N", "N", "N", "N", "C", "C", "H", "H", "C", "C", "C", "C", "H", "H", "H", "H", "H", "O", "C", "O", "C", "C", "C", "C", "C", "C", "H", "H", "H", "H", "H"],
  "coordinates": [[0.63, 3.77, -0.47], [0.26, 2.11, -1.69], [-0.18, 0.43, -3.66], [0.11, 1.88, -3.07], [0.26, 3.05, -3.70], [0.17, 0.44, -0.42], [0.26, 3.02, -4.78], [0.45, 4.07, -2.75], [0.56, 5.13, -2.94], [0.47, 3.44, -1.50], [-0.27, 0.41, -4.83], [-3.06, -2.46, 2.04], [-2.25, -2.78, 2.70], [-2.80, -1.47, 1.61], [-3.25, -3.17, 1.24], [-1.58, 0.07, -3.05], [0.83, -0.70, -3.18], [-1.77, -0.01, -1.67], [1.11, -0.83, -1.81], [-2.74, -0.22, -3.67], [1.49, -1.66, -3.83], [-2.83, -0.20, -4.74], [1.43, -1.69, -4.92], [-3.68, -0.52, -2.70], [2.18, -2.48, -2.92], [-3.04, -0.40, -1.47], [1.89, -1.95, -1.64], [-4.70, -0.81, -2.87], [2.80, -3.33, -3.13], [-3.44, -0.62, -0.48], [2.12, -2.25, -0.63], [-3.95, -2.33, 2.62], [1.74, -1.55, 1.71], [1.35, -0.49, 2.20], [0.75, 0.48, 1.49], [1.50, -0.10, 3.63], [1.23, 1.22, 4.03], [1.40, 1.58, 5.37], [1.83, 0.63, 6.30], [2.10, -0.68, 5.89], [1.95, -1.04, 4.55], [0.90, 1.94, 3.29], [1.18, 2.61, 5.66], [1.96, 0.92, 7.35], [2.44, -1.42, 6.62], [2.17, -2.05, 4.22]],
  "lowdin_charge": [0.139, -0.183, -0.413, -0.001, 0.024, 2.073, 0.154, 0.023, 0.128, -0.057, 0.127, -0.035, 0.026, -0.015, 0.027, -0.033, -0.005, -0.101, -0.165, -0.009, 0.012, 0.146, 0.157, -0.004, 0.032, -0.089, -0.037, 0.119, 0.122, 0.114, 0.114, 0.019, 0.073, -0.501, -0.268, -0.161, -0.024, -0.049, -0.034, -0.040, 0.000, 0.107, 0.117, 0.123, 0.119, 0.127],
  "homo_energy_ha": -0.523,
  "lumo_energy_ha": -0.31001,
  "total_charge": 2,
  "gap_ev": 5.80
}

---

[3]
{
  "formula": "C17H19Cl4F5O15",
  "method": "ωB97M-V/def2-TZVPD",
  "elements": ["C", "C", "O", "C", "O", "O", "F", "H", "H", "H", "C", "C", "O", "C", "O", "O", "F", "H", "H", "H", "C", "C", "O", "C", "O", "O", "F", "H", "H", "H", "C", "C", "O", "C", "O", "O", "F", "H", "H", "H", "C", "C", "O", "C", "O", "O", "F", "H", "H", "H", "C", "Cl", "Cl", "H", "H", "C", "Cl", "Cl", "H", "H"],
  "coordinates": [[0.64, -2.11, 0.58], [1.52, -2.76, -0.52], [0.71, -2.57, -1.65], [-0.61, -2.44, -1.26], [-1.68, -2.66, -1.91], [-0.61, -2.31, 0.05], [1.74, -4.04, -0.18], [0.84, -1.06, 0.80], [0.80, -2.66, 1.50], [2.48, -2.23, -0.60], [-7.03, 1.72, -5.09], [-6.68, 0.71, -6.24], [-5.83, 1.45, -7.00], [-6.13, 2.72, -6.85], [-5.97, 3.56, -7.74], [-6.93, 2.93, -5.82], [-7.77, 0.40, -6.98], [-6.27, 1.79, -4.31], [-8.01, 1.55, -4.66], [-6.20, -0.21, -5.88], [-2.95, 5.01, 0.51], [-2.29, 6.17, 1.07], [-2.14, 5.71, 2.39], [-1.71, 4.46, 2.27], [-1.08, 3.80, 3.11], [-2.19, 3.91, 1.14], [-3.02, 7.27, 0.99], [-2.94, 4.90, -0.57], [-3.97, 5.06, 0.88], [-1.26, 6.33, 0.76], [8.76, -2.86, 3.89], [7.28, -2.57, 3.79], [6.97, -3.17, 2.57], [8.02, -3.35, 1.82], [8.08, -3.71, 0.63], [9.08, -3.02, 2.55], [7.06, -1.28, 3.54], [8.94, -3.79, 4.44], [9.28, -2.03, 4.35], [6.56, -2.76, 4.58], [2.08, 2.57, -4.75], [1.33, 3.71, -4.16], [1.77, 3.84, -2.81], [2.46, 2.77, -2.49], [2.94, 2.47, -1.35], [2.70, 2.06, -3.61], [0.01, 3.48, -4.26], [2.84, 2.96, -5.43], [1.38, 1.89, -5.22], [1.52, 4.59, -4.77], [1.66, -2.81, 9.66], [1.50, -2.13, 7.99], [1.94, -1.42, 10.76], [0.72, -3.24, 10.01], [2.45, -3.55, 9.74], [-4.53, -6.58, 1.81], [-5.50, -8.06, 1.89], [-4.61, -5.72, 3.34], [-3.47, -6.80, 1.72], [-4.71, -5.88, 0.99]],
  "lowdin_charge": [-0.082, -0.302, 0.125, -0.458, 0.097, 0.080, 0.085, 0.143, 0.142, 0.171, -0.036, -0.313, 0.154, -0.561, 0.142, 0.087, 0.079, 0.138, 0.141, 0.170, -0.043, -0.389, 0.148, -0.544, 0.130, 0.087, 0.127, 0.149, 0.151, 0.184, -0.077, -0.312, 0.153, -0.539, 0.124, 0.090, 0.091, 0.145, 0.150, 0.176, -0.072, -0.319, 0.171, -0.504, 0.094, 0.077, 0.088, 0.145, 0.151, 0.169, -0.972, 0.462, 0.459, 0.022, 0.030, -1.057, 0.503, 0.497, 0.018, 0.038],
  "homo_energy_ha": -0.400,
  "smiles": "O=C1OC[C@@H](F)O1.O=C1OC[C@@H](F)O1.O=C1OC[C@@H](F)O1.O=C1OC[C@@H](F)O1.O=C1OC[C@@H](F)O1.ClCCl.ClCCl",
  "lumo_energy_ha": -0.00130,
  "relative_energy_kcal_mol": 74.7,
  "gap_ev": 10.85
}

---

[4]
{
  "formula": "C17H19ClN2O3PbSe",
  "method": "ωB97M-V/def2-TZVPD",
  "elements": ["Pb", "C", "C", "C", "C", "C", "H", "H", "H", "H", "H", "C", "N", "C", "C", "N", "H", "H", "H", "H", "H", "H", "Se", "C", "C", "C", "C", "Cl", "C", "C", "C", "O", "C", "C", "O", "O", "H", "H", "H", "H", "H", "H", "H", "H"],
  "coordinates": [[7.17, 12.11, 12.41], [6.39, 14.86, 11.33], [5.91, 14.25, 10.06], [7.19, 14.33, 9.21], [8.19, 14.86, 9.88], [7.71, 15.17, 11.22], [5.74, 15.09, 12.16], [5.11, 14.89, 9.57], [7.11, 13.79, 8.24], [9.16, 15.14, 9.47], [8.26, 15.57, 12.04], [8.70, 7.18, 11.20], [9.08, 8.39, 11.98], [10.47, 8.55, 12.18], [8.28, 9.09, 12.72], [7.61, 9.68, 13.45], [9.19, 7.28, 10.22], [7.61, 7.27, 11.12], [9.00, 6.30, 11.77], [10.71, 9.52, 12.65], [11.00, 8.57, 11.15], [10.83, 7.66, 12.77], [5.27, 12.37, 10.34], [10.90, 13.17, 6.31], [9.87, 12.02, 6.36], [9.18, 11.61, 5.25], [8.19, 10.64, 5.27], [7.40, 10.34, 3.76], [7.83, 10.07, 6.48], [8.40, 10.53, 7.63], [9.44, 11.46, 7.57], [10.12, 11.96, 8.67], [10.47, 11.06, 9.72], [9.55, 11.41, 10.94], [10.13, 11.90, 11.92], [8.31, 11.09, 10.82], [11.12, 13.47, 5.29], [11.85, 12.87, 6.77], [10.61, 14.01, 6.94], [9.59, 11.90, 4.26], [7.02, 9.36, 6.54], [7.94, 10.28, 8.56], [11.46, 11.36, 10.00], [10.49, 10.06, 9.34]],
  "lowdin_charge": [1.191, -0.264, -0.690, -0.144, -0.100, -0.126, 0.099, 0.122, 0.119, 0.110, 0.097, 0.007, -0.209, -0.068, -0.329, 0.086, 0.095, 0.104, 0.090, 0.098, 0.117, 0.111, 0.447, -0.012, -0.179, -0.100, -0.675, 0.664, -0.096, -0.008, -0.220, -0.056, -0.068, -0.653, -0.030, -0.305, 0.075, 0.078, 0.070, 0.119, 0.106, 0.099, 0.122, 0.109],
  "homo_energy_ha": -0.285,
  "lumo_energy_ha": -0.00062,
  "relative_energy_kcal_mol": 11.1,
  "gap_ev": 7.75
}

---

[5]
{
  "formula": "C17H19ClN3O6S",
  "method": "ωB97M-V/def2-TZVPD",
  "elements": ["N", "C", "O", "C", "C", "C", "C", "C", "O", "O", "C", "C", "C", "O", "C", "O", "C", "N", "S", "N", "C", "C", "Cl", "H", "H", "H", "H", "H", "H", "H", "H", "H", "H", "H", "C", "C", "C", "O", "C", "H", "H", "H", "H", "H", "H", "H", "H"],
  "coordinates": [[3.96, -0.56, 5.14], [3.99, 0.42, 4.03], [4.64, 1.50, 4.21], [3.31, 0.20, 2.60], [2.24, 1.38, 2.21], [1.09, 0.62, 1.35], [-0.38, 0.44, 1.92], [-0.79, 1.05, 3.35], [-1.75, 1.91, 3.34], [-0.16, 0.75, 4.54], [-1.38, -0.34, 1.03], [-2.88, -0.59, 1.60], [-2.77, -1.94, 2.51], [-2.44, -1.64, 3.89], [-1.17, -2.19, 4.27], [-0.85, -2.24, 5.49], [-1.06, -0.95, -0.38], [-1.88, -1.72, -1.29], [-0.93, -2.14, -2.64], [0.57, -1.39, -2.22], [0.40, -0.76, -0.94], [1.46, 0.03, -0.06], [3.14, 0.21, -0.81], [4.11, -0.05, 6.03], [4.73, -1.24, 5.06], [2.71, -0.79, 2.66], [4.11, 0.05, 1.79], [2.74, 2.23, 1.62], [1.78, 1.76, 3.18], [-3.62, -0.82, 0.74], [-3.27, 0.29, 2.22], [-1.96, -2.63, 2.03], [-3.76, -2.52, 2.41], [-0.40, -2.57, 3.51], [-1.32, 2.12, -5.84], [-0.05, 1.32, -6.03], [-0.34, 0.06, -5.24], [-1.76, -0.15, -5.29], [-2.38, 1.03, -5.83], [-1.49, 2.87, -6.61], [-1.30, 2.62, -4.87], [0.07, 1.07, -7.09], [0.85, 1.84, -5.70], [-0.06, 0.19, -4.18], [0.18, -0.81, -5.63], [-2.71, 0.80, -6.85], [-3.25, 1.29, -5.23]],
  "lowdin_charge": [0.072, -0.385, -0.017, -0.127, -0.129, -0.083, 0.039, -0.553, -0.085, -0.152, -0.063, -0.104, -0.196, -0.067, -0.247, 0.003, -0.221, -0.282, 0.908, -0.280, -0.275, -0.439, 0.527, 0.089, 0.082, 0.122, 0.087, 0.116, 0.112, 0.108, 0.114, 0.120, 0.123, 0.160, -0.181, -0.178, -0.233, -0.168, -0.208, 0.111, 0.119, 0.113, 0.115, 0.085, 0.118, 0.114, 0.117],
  "homo_energy_ha": -0.183,
  "lumo_energy_ha": 0.04149,
  "total_charge": -1,
  "gap_ev": 6.10
}

---

[6]
{
  "formula": "C17H19F3N4O4RuSSbSe4",
  "method": "ωB97M-V/def2-TZVPD",
  "elements": ["Ru", "O", "C", "N", "C", "C", "C", "C", "C", "C", "N", "C", "C", "C", "C", "C", "N", "H", "H", "H", "H", "H", "H", "H", "H", "H", "H", "C", "C", "C", "C", "N", "H", "H", "H", "H", "H", "H", "H", "H", "H", "F", "C", "F", "F", "S", "O", "O", "O", "Se", "Sb", "Se", "Se", "Se"],
  "coordinates": [[-0.27, 0.99, -0.50], [-0.79, -0.79, 3.20], [-0.82, -0.32, 2.05], [0.19, 0.11, 1.30], [1.50, 0.17, 1.93], [2.61, -0.36, 1.07], [3.55, 0.51, 0.52], [4.58, 0.01, -0.26], [4.64, -1.36, -0.46], [3.68, -2.15, 0.14], [2.68, -1.68, 0.89], [-2.16, -0.09, 1.40], [-3.34, -0.34, 2.08], [-4.54, -0.09, 1.45], [-4.54, 0.42, 0.16], [-3.32, 0.65, -0.46], [-2.17, 0.38, 0.15], [1.47, -0.40, 2.86], [1.71, 1.22, 2.17], [3.46, 1.58, 0.70], [5.28, 0.69, -0.73], [5.41, -1.81, -1.08], [3.70, -3.23, 0.00], [-3.26, -0.72, 3.09], [-5.48, -0.27, 1.97], [-5.45, 0.65, -0.36], [-3.24, 1.07, -1.45], [0.53, -2.85, -2.51], [-0.41, -1.82, -1.86], [-0.82, -2.44, -0.51], [-1.64, -1.65, -2.75], [0.25, -0.51, -1.66], [0.00, -3.81, -2.57], [1.42, -2.99, -1.91], [0.82, -2.57, -3.53], [-1.11, -3.48, -0.68], [-1.67, -1.93, -0.08], [0.01, -2.41, 0.19], [-2.16, -2.60, -2.88], [-1.35, -1.26, -3.73], [-2.33, -0.94, -2.29], [-1.88, 3.25, 3.52], [-0.56, 3.38, 3.28], [0.04, 2.25, 3.65], [-0.10, 4.36, 4.07], [-0.25, 3.78, 1.50], [1.18, 3.76, 1.39], [-0.93, 5.04, 1.35], [-0.93, 2.66, 0.83], [0.95, -0.18, -5.05], [1.52, 2.30, -1.77], [3.52, 3.43, -2.47], [-0.81, 2.59, -2.49], [1.65, -0.15, -2.87]],
  "lowdin_charge": [0.788, -0.009, -0.527, -0.074, -0.160, -0.279, -0.072, -0.087, -0.092, -0.171, 0.121, -0.196, 0.003, -0.066, -0.057, -0.126, -0.030, 0.117, 0.099, 0.097, 0.098, 0.092, 0.094, 0.114, 0.098, 0.098, 0.081, -0.136, -0.703, -0.055, -0.065, -0.536, 0.076, 0.064, -0.003, 0.077, 0.054, 0.072, 0.078, 0.021, 0.047, 0.112, -0.655, 0.127, 0.105, 0.454, -0.326, -0.291, -0.456, -0.116, 0.162, -0.248, -0.035, 0.221],
  "homo_energy_ha": [-0.056, -0.058],
  "lumo_energy_ha": [0.16085, 0.16079],
  "relative_energy_kcal_mol": 0.0,
  "total_charge": -2,
  "spin_multiplicity": 2,
  "gap_ev": [5.90, 5.95]
}

---

Number 1: E_tot -1840.70443 Eh. Number 2: E_tot -1209.70934 Eh. Number 3: E_tot -4127.84090 Eh. Number 4: E_tot -4048.84770 Eh. Number 5: E_tot -2133.09930 Eh. Number 6: E_tot -11818.04727 Eh.